{
  "formula": "C29H27AsBF6N6S2W",
  "method": "wB97M-V/def2-TZVPD",
  "homo_energy_ev": [-7.76, -7.98],
  "e_tot_ev": -140773.219,
  "spin_multiplicity": 4,
  "gap_ev": [7.282, 5.515],
  "species": ["C", "C", "F", "C", "H", "H", "H", "C", "H", "H", "C", "C", "H", "C", "H", "H", "H", "F", "H", "C", "N", "C", "H", "C", "N", "C", "N", "H", "C", "H", "W", "As", "N", "C", "H", "H", "H", "H", "C", "C", "C", "C", "S", "H", "F", "C", "N", "C", "F", "H", "H", "C", "F", "H", "N", "H", "C", "H", "C", "S", "C", "C", "H", "H", "C", "B", "H", "C", "H", "C", "F", "C", "C"],
  "xyz": [[-4.90583, 1.61185, -3.47196], [3.84407, 1.84595, -1.63416], [-3.53453, -0.19225, 2.92134], [4.34277, -0.46435, -1.84626], [5.66837, 1.11275, -2.49006], [1.00937, 5.78265, -0.22786], [-2.79763, -2.34055, -1.38146], [1.83107, 3.85675, -0.65166], [2.94587, 0.97545, 4.52754], [-5.68093, 2.03845, -2.84116], [-1.40163, 0.98335, -2.22926], [1.62287, 2.47175, -0.62756], [-2.41593, -4.59265, 1.11934], [-0.55093, -3.02915, -3.20916], [-1.82593, -3.54265, 3.57074], [-1.15923, 4.85715, 0.54034], [-4.92073, 0.25655, -1.07096], [-1.60843, 0.51795, 4.32724], [-2.21333, 1.91165, -3.95306], [-0.37243, 4.19875, 0.20074], [-1.00123, -1.73275, 0.97794], [4.72207, 0.86395, -2.03596], [4.98207, -1.27805, -2.14376], [-1.94403, -3.66565, 1.36864], [-1.57143, 0.35875, -1.04506], [0.34437, -2.23965, -3.90656], [-0.66863, -2.55965, -1.96686], [-5.34053, 0.76775, -4.00736], [-2.83933, 0.11615, -0.67306], [2.83067, -1.77425, -1.14826], [0.27757, -0.27065, -0.00126], [-2.65683, 1.31075, 3.17554], [2.24437, 0.20795, -0.87366], [-1.63453, -3.12755, 2.60454], [1.44647, -0.48215, -3.13856], [-0.37753, 1.17625, -2.52926], [4.09637, 2.88215, -1.78076], [4.53737, -0.55105, 5.64404], [3.12347, -0.73835, -1.27666], [4.25077, -2.13475, 4.21844], [0.74737, -1.28575, -2.98706], [2.66987, -1.69575, 2.44954], [1.86887, -2.27235, 1.04314], [-4.59053, 2.35715, -4.19816], [-1.70273, 2.75895, 3.26954], [0.84237, 4.71585, -0.22856], [0.13287, -1.49635, -1.80546], [-2.43753, 1.39575, -3.03136], [-3.62583, 2.03795, 1.89064], [-3.00063, -0.36145, 0.28704], [3.73917, -3.52795, 2.67954], [0.40527, 1.91175, -0.17256], [-3.75723, 1.83335, 4.40254], [-2.02903, -4.16545, -1.26326], [-1.54923, -2.82015, 0.41664], [-0.60873, -1.19905, 2.99384], [2.44207, -0.39855, 2.97494], [4.95937, -2.79325, 4.69544], [3.57987, -2.54575, 3.09554], [1.32437, 0.71725, 2.28984], [4.02407, -0.85775, 4.74574], [-3.93133, 0.48765, -1.43136], [-1.54803, 2.49465, 0.55864], [0.65127, -2.34105, -4.92626], [-1.02763, -1.91925, 2.30974], [-1.85173, -3.00905, -1.07016], [2.77467, 4.25845, -0.98766], [-0.57643, 2.82985, 0.21814], [-1.11103, -3.88155, -3.53086], [2.61747, 1.51215, -1.05386], [-1.51383, 0.72245, 1.83964], [-3.75523, 1.15825, -2.64096], [3.13947, -0.00925, 4.13294]],
  "atomic_forces_ev_per_a": [[-0.1, 0.0, 0.0], [0.0, -0.1, 0.0], [0.3, 0.6, 0.2], [0.1, 0.3, 0.0], [0.1, 0.0, 0.0], [0.1, 0.1, 0.0], [-0.2, 0.1, -0.1], [0.1, -0.3, -0.1], [0.0, 0.1, 0.1], [-0.1, 0.0, 0.0], [0.1, 0.0, 0.1], [-0.6, 0.1, 0.3], [-0.1, -0.2, -0.2], [0.3, 0.2, 0.0], [0.0, -0.1, 0.2], [-0.1, 0.0, 0.0], [-0.1, 0.0, 0.1], [-0.4, 0.3, -0.3], [0.0, 0.0, -0.1], [0.2, -0.1, -0.1], [-0.1, 0.5, 0.5], [-0.4, -0.3, 0.2], [0.0, -0.1, 0.0], [0.2, 0.1, 0.3], [-0.6, 0.2, -0.3], [0.0, 0.1, 0.2], [0.0, -0.4, -0.3], [0.0, 0.0, 0.0], [0.1, -0.1, 0.5], [-0.1, 0.3, 0.0], [1.3, -0.6, 0.7], [0.1, -0.5, -0.9], [0.9, 0.5, -0.4], [0.1, 0.2, -0.2], [0.0, 0.0, 0.1], [-0.1, 0.0, 0.1], [0.0, 0.1, 0.0], [0.1, 0.1, 0.1], [-0.1, -0.3, 0.0], [-0.1, -0.4, -0.4], [0.0, -0.2, -0.1], [-0.5, -0.1, -0.9], [-0.2, 0.5, 0.0], [0.0, 0.0, -0.1], [-0.3, -0.4, 0.0], [-0.1, 0.1, 0.0], [0.4, 0.2, -0.1], [0.0, -0.1, 0.1], [0.4, -0.2, 0.5], [0.2, 0.0, -0.1], [0.1, -0.1, 0.0], [0.3, 0.3, 0.0], [0.4, -0.2, -0.4], [-0.1, -0.4, -0.1], [0.0, -0.6, -0.2], [-0.1, 0.1, -0.1], [-0.8, 0.5, -0.6], [0.1, -0.1, 0.1], [0.4, -0.2, 0.4], [0.1, -0.6, -0.2], [-0.3, 0.6, 0.0], [0.1, 0.3, -0.5], [0.2, -0.1, 0.0], [0.1, 0.0, -0.2], [-0.1, -0.1, 0.2], [-0.3, 0.4, 0.1], [0.1, 0.1, 0.0], [-0.5, -0.1, 0.1], [-0.2, -0.2, 0.0], [0.0, -0.5, 0.0], [-0.8, 0.6, 1.0], [0.3, -0.2, 0.5], [0.4, 0.0, 0.5]]
}


{
  "formula": "C29H27FN7O8Ru",
  "method": "wB97M-V/def2-TZVPD",
  "homo_energy_ev": -11.64,
  "total_charge": 1,
  "e_tot_ev": -62608.519,
  "spin_multiplicity": 1,
  "gap_ev": 6.249,
  "species": ["C", "C", "C", "C", "H", "H", "O", "C", "H", "C", "F", "C", "N", "Ru", "C", "C", "N", "O", "C", "C", "O", "H", "N", "H", "C", "C", "C", "N", "C", "H", "C", "O", "C", "N", "H", "H", "H", "C", "H", "H", "H", "O", "H", "C", "C", "H", "H", "H", "C", "C", "C", "H", "C", "O", "H", "H", "H", "H", "H", "N", "H", "C", "C", "O", "C", "O", "H", "H", "C", "C", "H", "N", "H"],
  "xyz": [[-2.32611, 1.83110, -0.35360], [-0.17874, -5.04728, -0.80171], [1.79849, -3.47334, -0.53996], [0.46487, -1.26442, 1.17664], [-2.63132, -2.77122, -0.77479], [0.20477, 6.75983, 0.43920], [3.70892, 1.73755, 6.10337], [0.57944, 1.64773, 3.49722], [1.73645, -3.51910, 0.54325], [2.13733, 1.77026, 1.68505], [-2.41148, -2.79423, -3.32143], [-2.22964, -5.59461, 0.22907], [0.38960, -0.20689, -1.10846], [-0.24785, 1.72492, -0.65279], [0.02820, 4.47074, -1.98059], [-2.29777, -0.47394, -3.28964], [1.50765, -5.12188, -2.27144], [1.60298, 2.27809, -0.60400], [-2.47401, -6.55088, -0.77880], [-2.35915, 0.61628, -1.12407], [-0.24617, 1.79256, 1.31610], [0.10209, -2.24366, 1.48586], [1.03588, -4.52440, -1.13646], [-2.23797, -0.46454, -4.36945], [-0.41148, -5.98985, -1.79662], [0.85670, -0.53688, -2.37005], [-1.57412, -6.76485, -1.79698], [1.32786, -2.16703, -1.00223], [3.17560, 1.78057, 2.60701], [-0.24809, 6.60782, -2.30361], [1.43106, -1.75458, -2.31376], [3.57347, 1.37571, -0.14232], [-2.52190, -1.79191, -1.22299], [-0.78280, 1.45856, 4.02517], [-2.56835, 1.76844, 0.70201], [-2.23474, 1.64571, -3.02311], [-0.27294, -0.51989, 1.46455], [-0.35661, 6.06735, -0.18430], [1.30347, 6.17595, -1.59029], [0.96997, 3.96214, -2.17984], [0.73716, 0.12068, -3.21427], [-0.61802, 3.84964, -0.82902], [-0.90097, -4.10935, 1.03206], [-0.27959, 4.65329, 0.34152], [-2.48746, -0.64536, -0.48327], [-1.39371, 6.39803, -0.22694], [-2.95677, -5.47153, 1.02196], [2.83122, -3.60297, -0.85049], [0.70804, -1.20739, -0.28792], [0.80094, 1.73692, 2.10526], [-2.40664, -1.68464, -2.61554], [-1.74219, -7.50789, -2.56528], [2.50591, 1.77344, 0.24410], [-1.55946, 0.77575, 3.37798], [1.38671, -1.05731, 1.72453], [-3.38509, -7.13289, -0.73663], [-2.57649, -0.67888, 0.59662], [-0.99268, 4.40486, 1.12121], [4.19871, 1.79370, 2.25813], [4.00292, 1.80119, 4.92726], [0.73026, 4.40189, 0.66821], [-2.28451, 0.67629, -2.53844], [0.24128, 5.94064, -1.59848], [5.13041, 1.88299, 4.48706], [2.89864, 1.77655, 3.95536], [-1.03024, 1.94270, 5.10764], [-0.64631, 4.33999, -2.82509], [1.38759, 1.67445, 5.47542], [-1.08524, -4.82531, 0.24142], [1.59937, 1.70717, 4.41642], [1.89144, -2.36821, -3.07003], [0.66472, -5.98737, -2.67195], [-2.69350, 2.73304, -0.82997]],
  "atomic_forces_ev_per_a": [[-0.3, 0.7, 0.5], [0.0, 0.1, 0.0], [-0.2, 0.0, -0.2], [0.0, 0.0, 0.0], [0.0, 0.0, 0.0], [0.0, 0.0, 0.0], [0.0, 0.0, -0.1], [-0.2, 0.0, 0.1], [0.0, 0.0, 0.0], [0.1, 0.0, 0.0], [0.0, -0.2, -0.1], [0.1, 0.0, 0.0], [0.7, 0.0, 1.2], [-0.5, -1.5, -2.1], [0.0, 0.1, 0.0], [0.0, -0.1, -0.1], [-0.3, 0.0, 0.0], [-0.1, 0.4, -0.2], [0.0, 0.0, 0.0], [0.5, 0.7, 0.3], [-0.3, -0.2, 0.4], [0.0, 0.0, 0.0], [0.3, -0.1, 0.1], [0.0, 0.0, 0.0], [0.0, -0.1, -0.2], [-0.2, 0.2, 0.1], [0.0, 0.0, 0.0], [0.1, -0.1, 0.0], [0.1, 0.0, 0.0], [0.0, 0.0, 0.0], [0.1, -0.1, 0.0], [0.0, 0.1, 0.0], [0.0, -0.1, -0.1], [0.0, -0.1, 0.2], [0.0, -0.1, 0.0], [0.0, 0.0, 0.0], [0.0, 0.0, 0.0], [0.0, 0.0, -0.1], [0.0, 0.0, 0.0], [0.0, -0.1, 0.1], [0.1, 0.0, 0.0], [0.4, -0.1, 0.6], [0.0, 0.0, 0.0], [-0.1, 0.2, -0.1], [0.0, 0.1, 0.0], [0.0, 0.0, 0.0], [0.0, 0.0, 0.0], [0.1, 0.0, 0.0], [0.0, 0.0, -0.3], [-0.3, 0.0, -0.2], [0.0, 0.2, 0.1], [0.0, 0.0, 0.0], [-0.1, -0.1, -0.2], [0.1, 0.0, 0.0], [0.0, 0.0, 0.0], [0.0, 0.0, 0.0], [0.0, 0.0, 0.0], [-0.1, 0.0, 0.0], [0.0, 0.0, 0.0], [0.1, 0.0, 0.1], [0.0, -0.1, 0.0], [0.1, 0.1, 0.2], [-0.1, 0.0, 0.1], [-0.1, 0.0, 0.0], [0.1, 0.0, 0.0], [0.0, 0.1, -0.2], [-0.1, 0.0, 0.0], [0.0, 0.0, 0.0], [0.0, 0.0, 0.0], [-0.1, -0.1, 0.1], [0.0, 0.0, 0.0], [0.0, 0.2, 0.2], [0.0, 0.0, 0.0]]
}


What did we get for relative energy (zero: lowest compared OMol25 entry of this formula, charge and spin)? Answer: 0.896; 0.000 eV, in the order shown.
What did we get for F_max? Answer: 1.58; 2.65 eV/A, in the order shown.